Here is a molecular structure, C28H30IrN4O4S from the Open Molecules 2025 dataset. Energies are from ωB97M-V with the def2-TZVPD basis set.

Structure (XYZ):
```
68
C28H30IrN4O4S, DFT ωB97M-V with the def2-TZVPD basis set
Ir 1.008 1.002 0.597
O 7.669 3.034 0.603
C 7.436 1.856 0.597
O 7.996 0.788 0.603
C 5.804 1.602 0.570
C 5.332 0.292 0.554
C 3.972 0.100 0.498
N 3.084 1.108 0.426
C 3.576 2.370 0.414
C 4.925 2.664 0.516
C 2.522 3.484 0.228
O 2.851 4.636 0.382
O 1.387 3.022 -0.102
H 6.018 -0.539 0.576
H 3.564 -0.902 0.493
H 5.263 3.689 0.521
C -3.915 1.902 -4.319
C -3.191 0.641 -3.824
C -1.783 0.640 -4.424
C -3.917 -0.618 -4.323
C -3.197 0.658 -2.304
C -4.439 0.637 -1.652
C -4.544 0.681 -0.277
C -3.385 0.742 0.470
S -3.230 0.785 2.209
C -1.497 0.776 2.018
N -1.070 0.750 0.734
C -2.117 0.754 -0.147
C -2.039 0.705 -1.544
C -0.538 0.756 3.060
C -0.844 0.694 4.428
C 0.173 0.700 5.354
C 1.501 0.721 4.942
C 1.819 0.748 3.584
C 0.819 0.791 2.633
H -3.907 1.931 -5.405
H -3.412 2.792 -3.948
H -4.949 1.931 -3.989
H -1.866 0.646 -5.509
H -1.228 -0.251 -4.135
H -1.228 1.527 -4.128
H -3.915 -0.635 -5.410
H -4.951 -0.651 -3.992
H -3.412 -1.514 -3.965
H -5.346 0.593 -2.233
H -5.509 0.679 0.204
H -1.059 0.737 -2.000
H -1.877 0.645 4.736
H -0.062 0.688 6.406
H 2.292 0.731 5.678
H 2.862 0.756 3.297
N -0.795 -4.079 0.694
C 0.144 -3.762 1.802
C 0.392 -2.250 1.794
N 0.900 -1.767 0.522
C 0.069 -2.184 -0.593
C -0.192 -3.697 -0.609
H -1.659 -3.535 0.831
H -1.046 -5.073 0.701
H 1.068 -4.322 1.642
H -0.287 -4.066 2.756
H 1.101 -1.985 2.578
H -0.541 -1.725 2.011
H 1.858 -2.072 0.386
H 0.556 -1.896 -1.524
H -0.883 -1.649 -0.531
H 0.735 -4.261 -0.737
H -0.869 -3.953 -1.423
```

Kohn-Sham gap: 4.5 eV
Multiplicity: 1
HOMO level: -9.078 eV
Energy: -2107.204034 a.u.
Total charge: +1

Results of the Mulliken charge analysis, in e, for atoms 1 through 6: 0.67 -0.65 0.48 -0.67 0.17 -0.84